No. 1
# C4H12N2O

A single C4H12N2O molecule in a non-equilibrium geometry (wB97M-V/def2-TZVPD, the OMol25 dataset).

Atoms and positions in Å:
C 0.695 0.475 0.165
C 0.368 1.171 -1.159
C -1.147 1.337 -1.381
O -1.655 2.419 -0.625
N 0.180 -0.834 0.362
C 0.886 -1.576 1.422
N 0.676 -3.055 1.251
H 1.817 0.541 0.259
H 0.276 1.223 0.884
H 0.837 0.746 -2.051
H 0.687 2.225 -1.154
H -1.673 0.391 -1.175
H -1.300 1.523 -2.477
H -1.797 3.134 -1.246
H -0.800 -0.712 0.583
H 1.973 -1.465 1.359
H 0.392 -1.234 2.326
H 1.469 -3.532 1.665
H 0.756 -3.219 0.250

Summary:
E_LUMO (eV): 0.9314
Orbital gap (hartree): 0.36102
Energy relative to the best compared isomer or geometry (same formula, charge and spin) (kcal per mole): 46.7
HOMO (eV): -8.892
E (eV): -9369.1686

No. 2
# C4H12N2O

A single C4H12N2O molecule in a non-equilibrium geometry (wB97M-V/def2-TZVPD, the OMol25 dataset).

Atoms and positions in Å:
N -1.212 0.304 -0.789
C 0.148 0.018 -0.144
C -0.030 -0.551 1.249
C -0.748 0.401 2.248
O -1.699 1.342 1.732
C 1.028 -0.667 -1.135
N 1.290 0.131 -2.338
H -1.714 -0.518 -1.110
H -0.934 0.806 -1.625
H -1.862 1.087 0.797
H 0.495 1.078 -0.094
H -0.590 -1.468 1.004
H 0.917 -0.820 1.736
H 0.005 0.976 2.776
H -1.335 -0.210 2.922
H 1.967 -0.923 -0.607
H 0.703 -1.638 -1.523
H 1.837 -0.345 -3.040
H 1.733 0.996 -2.059

Summary:
E_LUMO (eV): 0.9317
Orbital gap (hartree): 0.38162
Energy relative to the best compared isomer or geometry (same formula, charge and spin) (kcal per mole): 34.4
HOMO (eV): -9.453
E (eV): -9369.7002

No. 3
# C4H12N2O

2 unconnected molecules or ions with the total composition C4H12N2O in a non-equilibrium geometry (wB97M-V/def2-TZVPD, the OMol25 dataset).

Atoms and positions in Å:
C -0.257 0.151 -1.014
C 0.898 -0.822 -0.908
C -0.233 1.201 0.189
C -0.229 0.901 -2.340
H -1.198 -0.398 -0.927
H 0.928 -1.219 0.121
H 1.846 -0.336 -1.125
H 0.757 -1.670 -1.573
H 0.709 1.446 -2.453
H 0.752 1.657 0.230
H -0.987 1.965 -0.016
H -0.494 0.796 1.169
H -0.325 0.198 -3.175
H -1.046 1.617 -2.399
N 0.081 -0.884 3.160
N -0.247 -1.389 1.986
O -1.412 -1.719 1.848
H 1.057 -0.684 3.315
H -0.601 -0.808 3.913

Summary:
E_LUMO (eV): 0.8270
Orbital gap (hartree): 0.38193
Energy relative to the best compared isomer or geometry (same formula, charge and spin) (kcal per mole): 71.6
HOMO (eV): -9.566
E (eV): -9368.0905

No. 4
# C4H12N2O

A single C4H12N2O molecule in a non-equilibrium geometry (wB97M-V/def2-TZVPD, the OMol25 dataset).

Atoms and positions in Å:
C -0.467 -0.218 0.079
C 0.897 0.226 -0.352
C 0.795 1.054 -1.654
N 1.864 2.029 -1.852
N -0.304 -1.336 1.006
C -1.064 -1.386 2.214
O -2.505 -1.216 2.047
H -1.145 -0.427 -0.763
H -0.868 0.604 0.683
H 1.600 -0.573 -0.559
H 1.389 0.863 0.388
H -0.169 1.614 -1.577
H 0.643 0.322 -2.431
H 1.458 2.954 -1.797
H 2.188 1.962 -2.811
H 0.013 -2.234 0.686
H -0.788 -0.582 2.916
H -0.904 -2.344 2.667
H -2.633 -1.313 1.108

Summary:
E_LUMO (eV): 0.9135
Orbital gap (hartree): 0.35778
Energy relative to the best compared isomer or geometry (same formula, charge and spin) (kcal per mole): 41.7
HOMO (eV): -8.822
E (eV): -9369.3868

No. 5
# C4H12N2O2

2 unconnected molecules or ions with the total composition C4H12N2O2 in a non-equilibrium geometry (wB97M-V/def2-TZVPD, the OMol25 dataset).

Atoms and positions in Å:
C 1.006 -1.320 2.455
N 0.336 -1.314 1.210
C -0.608 -0.242 0.926
C 0.242 0.841 0.246
N -0.188 1.015 -1.268
C -1.496 1.695 -1.310
O 0.981 -0.405 3.256
H 1.317 -2.320 2.703
H 0.659 -1.723 0.368
H -1.410 -0.682 0.414
H -1.083 0.342 1.786
H 1.317 0.613 0.131
H 0.144 1.907 0.824
H 0.395 1.618 -1.928
H -2.278 0.989 -1.074
H -1.381 2.522 -0.616
H -1.697 2.147 -2.311
H 1.596 -1.238 -1.715
H 0.725 -2.281 -2.402
O 1.423 -2.164 -1.695

Summary:
E_LUMO (eV): 0.7384
Orbital gap (hartree): 0.36131
Energy relative to the best compared isomer or geometry (same formula, charge and spin) (kcal per mole): 69.6
HOMO (eV): -9.093
E (eV): -11416.1971

No. 6
# C4H12N2O2

2 unconnected molecules or ions with the total composition C4H12N2O2 in a non-equilibrium geometry (wB97M-V/def2-TZVPD, the OMol25 dataset).

Atoms and positions in Å:
C -0.440 0.061 -1.632
N 0.644 -0.341 -0.747
C 1.869 -0.638 -1.479
C 0.805 0.570 0.371
C -0.068 0.102 1.522
N 0.550 -0.700 2.410
O -1.156 0.622 1.714
H -1.319 0.328 -1.049
H -0.129 0.811 -2.365
H -0.785 -0.844 -2.151
H 1.796 -1.647 -1.892
H 2.731 -0.527 -0.835
H 1.964 -0.021 -2.381
H 0.522 1.618 0.207
H 1.863 0.625 0.651
H 0.001 -1.242 3.059
H 1.491 -1.012 2.260
H -3.679 1.488 0.836
H -2.878 0.210 0.786
O -3.783 0.539 0.714

Summary:
E_LUMO (eV): 0.6809
Orbital gap (hartree): 0.34914
Energy relative to the best compared isomer or geometry (same formula, charge and spin) (kcal per mole): 36.4
HOMO (eV): -8.820
E (eV): -11417.6403

No. 7
# C4H12N2O2

A molecular structure, C4H12N2O2 in a non-equilibrium geometry (wB97M-V/def2-TZVPD, the OMol25 dataset).

Atoms and positions in Å:
C 0.550 0.758 -0.032
C -0.451 -0.311 0.127
C 0.447 1.790 2.298
C 0.159 -2.647 -1.552
N -0.290 1.265 1.162
N 0.280 -1.235 -1.293
O -1.329 2.154 0.781
O -0.275 -0.543 -2.462
H -2.143 1.763 1.129
H 0.491 -0.358 -3.025
H 1.556 0.495 0.277
H 0.425 1.399 -0.900
H -1.429 -0.169 -0.328
H -0.309 -1.027 0.930
H -0.234 1.936 3.138
H -0.880 -2.973 -1.724
H 0.740 -2.936 -2.444
H 0.903 2.750 2.040
H 1.221 1.075 2.569
H 0.568 -3.184 -0.692

Summary:
E_LUMO (eV): 0.7907
Orbital gap (hartree): 0.30633
Energy relative to the best compared isomer or geometry (same formula, charge and spin) (kcal per mole): 184.7
HOMO (eV): -7.545
E (eV): -11411.2068

No. 8
# C4H12N2O2

2 unconnected molecules or ions with the total composition C4H12N2O2 in a non-equilibrium geometry (wB97M-V/def2-TZVPD, the OMol25 dataset).

Atoms and positions in Å:
C 1.781 -0.730 -0.414
C 1.149 0.651 -0.377
C -0.179 0.568 0.403
C -1.329 0.254 -0.537
N -2.351 1.146 -0.594
O -1.331 -0.722 -1.274
N 1.993 1.644 0.305
H 1.831 -1.150 0.596
H 2.798 -0.736 -0.811
H 1.125 -1.410 -0.950
H 0.953 1.056 -1.371
H -0.115 -0.248 1.125
H -0.411 1.478 0.955
H -3.183 0.964 -1.151
H -2.405 2.032 -0.134
H 2.975 1.516 0.089
H 1.888 1.675 1.315
H -1.505 -2.022 0.522
H -2.216 -3.267 1.135
O -1.469 -2.698 1.169

Summary:
E_LUMO (eV): 0.8380
Orbital gap (hartree): 0.37148
Energy relative to the best compared isomer or geometry (same formula, charge and spin) (kcal per mole): 19.2
HOMO (eV): -9.270
E (eV): -11418.3846

No. 9
# C4H12N2O2

A single C4H12N2O2 molecule in a non-equilibrium geometry (wB97M-V/def2-TZVPD, the OMol25 dataset).

Atoms and positions in Å:
C -1.289 -0.011 0.432
N -0.873 -1.215 1.130
C -1.253 -2.450 0.508
O -0.600 -2.771 -0.705
C -0.273 0.534 -0.560
N 0.963 0.936 0.160
C 1.870 1.760 -0.615
O 2.315 2.883 0.114
H -2.215 -0.202 -0.109
H -1.511 0.792 1.148
H 0.118 -1.159 1.329
H -2.310 -2.384 0.259
H -1.163 -3.263 1.237
H 0.338 -2.971 -0.552
H -0.018 -0.232 -1.288
H -0.677 1.404 -1.102
H 0.672 1.437 0.987
H 1.416 2.077 -1.545
H 2.775 1.208 -0.854
H 1.715 3.628 0.023

Summary:
E_LUMO (eV): 0.8357
Orbital gap (hartree): 0.36536
Energy relative to the best compared isomer or geometry (same formula, charge and spin) (kcal per mole): 52.6
HOMO (eV): -9.106
E (eV): -11416.9375

No. 10
# C4H12N2O2S

2 unconnected molecules or ions with the total composition C4H12N2O2S in a non-equilibrium geometry (wB97M-V/def2-TZVPD, the OMol25 dataset).

Atoms and positions in Å:
N 2.138 1.358 0.405
C 0.940 0.674 0.187
C -0.267 1.518 -0.417
C -1.398 0.845 -1.003
S -1.434 -1.018 -0.915
C 0.280 0.130 1.646
N 0.624 -1.076 2.208
O -0.520 0.900 2.130
H 2.336 1.279 1.407
H 2.270 2.372 0.074
H 1.098 -0.058 -0.719
H -0.571 2.407 0.328
H 0.275 2.124 -1.207
H -1.484 1.145 -2.116
H -2.410 1.125 -0.719
H -1.662 -1.228 0.404
H 0.053 -1.317 3.030
H 1.327 -1.738 2.014
H 1.589 -1.363 -2.209
H 0.177 -1.988 -2.114
O 0.930 -1.831 -2.667

Summary:
E_LUMO (eV): 0.5092
Orbital gap (hartree): 0.35030
Energy relative to the best compared isomer or geometry (same formula, charge and spin) (kcal per mole): 50.8
HOMO (eV): -9.023
E (eV): -22251.5743

No. 11
# C4H12N2P

2 unconnected molecules or ions with the total composition C4H12N2P in a non-equilibrium geometry (wB97M-V/def2-TZVPD, the OMol25 dataset).

Atoms and positions in Å:
C -2.860 -1.024 -0.253
C 0.951 1.930 -0.368
C -1.783 -0.443 0.633
C 0.308 0.715 0.160
N 2.436 -0.918 -0.004
N -0.934 0.522 -0.053
P 3.787 -0.190 0.101
H -3.304 -1.785 0.320
H -3.562 -0.214 -0.518
H -2.748 -1.477 -1.274
H 0.564 2.818 -0.095
H 2.060 1.834 -0.165
H 0.766 1.867 -1.443
H -1.164 -1.309 0.762
H -2.253 -0.197 1.615
H 0.873 -0.002 0.785
H -1.392 1.057 -0.850
H 2.534 -1.789 -0.554
H 4.922 -0.651 -0.731

Summary:
Charge: +1
E_LUMO (spin up / spin down) (eV): -3.9801 / -6.5206
Orbital gap (spin up / spin down) (hartree): 0.25065 / 0.29621
Energy relative to the best compared isomer or geometry (same formula, charge and spin) (kcal per mole): 0.0
HOMO (spin up / spin down) (eV): -10.801 / -14.581
E (eV): -16599.9257
2S+1: 3

No. 12
# C4H12N2S

3 unconnected molecules or ions with the total composition C4H12N2S in a non-equilibrium geometry (wB97M-V/def2-TZVPD, the OMol25 dataset).

Atoms and positions in Å:
C 0.614 0.429 0.637
C -0.454 1.134 1.569
C 0.200 1.940 2.636
C -0.537 2.757 3.435
N -0.503 -0.879 -3.390
N -0.228 -2.815 -2.088
S -1.003 -2.321 -3.311
H 0.025 -0.088 -0.152
H 1.400 1.079 0.084
H 1.097 -0.292 1.196
H -1.036 1.681 0.802
H -1.142 0.370 2.057
H 1.216 1.839 2.940
H 1.570 -3.506 -4.456
H -0.040 3.183 4.319
H -1.588 2.724 3.310
H -0.904 -0.234 -4.041
H -0.540 -3.743 -1.733
H 1.854 -3.257 -3.815

Summary:
E_LUMO (eV): -0.4296
Orbital gap (hartree): 0.32329
Energy relative to the best compared isomer or geometry (same formula, charge and spin) (kcal per mole): 96.7
HOMO (eV): -9.227
E (eV): -18153.8267